1.
The molecule C23H21N3O2S in a non-equilibrium geometry. Source: the OMol25 dataset; level of theory: ωB97M-V with the def2-TZVPD basis set.

The geometry in XYZ format:
```
50
C23H21N3O2S, DFT ωB97M-V with the def2-TZVPD basis set
C -1.66 -0.74 -2.65
C -0.50 -1.22 -1.70
C 0.39 -2.19 -2.48
C -0.97 -1.97 -0.50
C -1.54 -1.12 0.69
C -3.01 -0.93 0.41
C -1.29 -1.91 1.99
C -2.22 -2.78 2.54
C -1.93 -3.49 3.71
C -0.71 -3.36 4.37
C 0.21 -2.53 3.79
C -0.04 -1.81 2.62
C -0.90 0.25 0.80
C -1.13 1.13 1.87
C -0.39 2.31 1.95
C 0.55 2.62 0.98
C 0.76 1.84 -0.13
C 0.02 0.66 -0.19
N 0.28 -0.04 -1.36
C 1.16 0.74 -2.12
O 1.49 0.49 -3.27
C 1.55 1.94 -1.37
C 2.50 2.92 -1.71
N 2.80 3.97 -0.88
C 3.81 4.73 -1.44
S 4.29 6.24 -0.98
N 4.37 4.09 -2.52
C 3.50 3.03 -2.77
O 3.47 2.58 -3.92
H -2.32 -1.57 -2.96
H -2.25 0.04 -2.17
H -1.23 -0.25 -3.54
H 1.33 -2.36 -2.00
H -0.08 -3.17 -2.64
H 0.58 -1.86 -3.50
H -1.69 -2.73 -0.81
H -0.14 -2.55 -0.09
H -3.52 -0.73 1.35
H -3.23 -0.05 -0.26
H -3.45 -1.79 -0.06
H -3.21 -2.93 2.07
H -2.72 -4.15 4.10
H -0.48 -3.94 5.28
H 1.20 -2.44 4.24
H 0.74 -1.17 2.26
H -1.88 0.81 2.59
H -0.61 3.00 2.77
H 1.14 3.51 1.10
H 2.14 4.31 -0.17
H 4.78 4.59 -3.29
```

Computed properties:
lowest unoccupied orbital energy = -1.482 eV
molar mass = 403.51 g/mol
HOMO level = -8.2 eV
SMILES string = CC1(C)C[C@@](C)(c2ccccc2)c2cccc3c2N1C(=O)/C3=C1/NC(=S)NC1=O

Atom-resolved charges from Löwdin, all expressed in e: 0.00, -0.47, -0.03, -0.07, -0.37, -0.04, -0.17, -0.04, -0.08, -0.10, -0.09, -0.02, -0.10, -0.01, -0.06, -0.03, -0.09, -0.08, 0.09, -0.34, 0.11, 0.05, -0.06, 0.11, -0.86, 0.64, 0.13, -0.35, 0.12, 0.09, 0.07, 0.09, 0.08, 0.10, 0.08, 0.13, 0.13, 0.08, 0.10, 0.08, 0.12, 0.11, 0.11, 0.11, 0.11, 0.13, 0.11, 0.09, 0.15, 0.16

***

2.
The molecule C20H21N3O2S. Source: the OMol25 dataset; level of theory: ωB97M-V with the def2-TZVPD basis set.

The geometry in XYZ format:
```
47
C20H21N3O2S, DFT ωB97M-V with the def2-TZVPD basis set
C -0.66 3.00 1.24
C -1.05 1.82 0.42
C -0.35 1.08 -0.48
N 0.96 1.04 -0.95
C 2.06 1.72 -0.61
O 2.12 2.59 0.24
C 3.29 1.35 -1.45
C 4.59 1.82 -0.81
S 3.36 -0.42 -1.92
C 3.62 -1.30 -0.40
C 3.26 -0.82 0.84
C 3.49 -1.59 1.97
C 4.06 -2.85 1.86
C 4.40 -3.34 0.61
C 4.19 -2.57 -0.52
C -1.25 0.08 -1.04
O -1.00 -0.78 -1.86
N -2.46 0.31 -0.42
C -3.54 -0.59 -0.40
C -4.19 -0.90 0.79
C -5.25 -1.78 0.79
C -5.66 -2.37 -0.40
C -5.00 -2.08 -1.58
C -3.95 -1.19 -1.59
N -2.33 1.32 0.53
C -3.46 2.20 0.74
H -0.92 2.83 2.29
H -1.18 3.89 0.90
H 0.41 3.16 1.16
H 1.06 0.29 -1.64
H 3.16 1.84 -2.42
H 4.81 1.24 0.09
H 4.50 2.86 -0.53
H 5.42 1.70 -1.51
H 2.81 0.15 0.96
H 3.21 -1.20 2.94
H 4.23 -3.44 2.74
H 4.85 -4.32 0.51
H 4.46 -2.93 -1.50
H -3.85 -0.46 1.72
H -5.76 -2.02 1.71
H -6.49 -3.07 -0.40
H -5.31 -2.55 -2.50
H -3.42 -0.97 -2.50
H -3.50 2.99 -0.02
H -4.38 1.62 0.68
H -3.38 2.65 1.72
```

Computed properties:
lowest unoccupied orbital energy = 0.664 eV
molar mass = 367.47 g/mol
HOMO level = -7.9 eV
SMILES string = Cc1c(NC(=O)[C@@H](C)Sc2ccccc2)c(=O)n(-c2ccccc2)n1C

Atom-resolved charges from Löwdin, all expressed in e: -0.01, -0.18, -0.08, 0.14, -0.51, 0.06, -0.51, -0.10, 1.00, -0.51, -0.09, -0.08, -0.09, -0.09, -0.12, -0.37, 0.07, 0.05, -0.19, -0.03, -0.08, -0.09, -0.07, 0.00, -0.09, -0.02, 0.09, 0.09, 0.06, 0.10, 0.12, 0.07, 0.08, 0.08, 0.10, 0.11, 0.10, 0.10, 0.10, 0.11, 0.10, 0.10, 0.11, 0.11, 0.10, 0.08, 0.09

***

3.
A structure of composition C18H16N5O8PtSe2. Source: the OMol25 dataset; level of theory: ωB97M-V with the def2-TZVPD basis set.

The geometry in XYZ format:
```
50
C18H16N5O8PtSe2, DFT ωB97M-V with the def2-TZVPD basis set
Pt -0.15 0.58 -0.47
O -3.65 -4.05 4.75
N -3.59 -4.04 3.54
O -4.11 -4.89 2.84
C -2.81 -2.95 2.90
C -2.19 -2.12 3.76
C -1.40 -1.03 3.31
C -0.78 -0.17 4.23
C -0.03 0.87 3.77
C 0.09 1.04 2.39
N -0.48 0.24 1.50
C -1.24 -0.81 1.93
C -1.90 -1.72 1.00
N -1.73 -1.48 -0.31
C -2.30 -2.23 -1.21
C -3.13 -3.30 -0.85
C -3.32 -3.58 0.47
C -2.70 -2.79 1.46
H -2.31 -2.29 4.82
H -0.90 -0.36 5.29
H 0.48 1.55 4.44
H 0.70 1.83 1.98
H -2.11 -1.96 -2.24
H -3.60 -3.90 -1.62
H -3.95 -4.40 0.76
O 0.85 0.61 -4.48
C 0.98 0.83 -3.29
O -0.02 0.76 -2.47
C 2.36 1.22 -2.73
N 2.27 2.35 -1.76
C 3.01 3.50 -2.32
C 3.13 3.22 -3.82
C 3.32 1.70 -3.83
H 2.76 0.34 -2.24
H 2.54 1.74 -0.25
H 1.29 2.58 -1.63
H 4.00 3.54 -1.87
H 2.50 4.43 -2.08
H 3.95 3.77 -4.28
H 2.20 3.47 -4.33
H 4.35 1.45 -3.56
H 3.07 1.24 -4.77
O 4.10 -0.77 -0.17
Se 2.71 -0.39 0.54
O 2.63 1.33 0.68
O 1.42 -0.81 -0.45
O 2.47 -0.89 2.06
Se -4.47 2.59 -0.48
C -2.73 2.19 -0.47
N -1.59 1.97 -0.45
```

Computed properties:
lowest unoccupied orbital energy = 0.665 eV
molar mass = 783.35 g/mol
HOMO level = -5.2 eV
charge = -1

Atom-resolved charges from Löwdin, all expressed in e: 1.13, 0.07, -0.34, 0.07, -0.06, 0.07, -0.12, 0.01, -0.01, -0.10, -0.05, -0.09, -0.13, 0.09, -0.09, -0.03, 0.01, -0.05, 0.13, 0.12, 0.12, 0.11, 0.13, 0.11, 0.10, 0.05, -0.58, -0.22, -0.23, -0.05, -0.19, -0.17, -0.14, 0.12, 0.00, 0.09, 0.11, 0.11, 0.10, 0.12, 0.12, 0.11, -0.44, 0.87, -0.31, -0.56, -0.44, 0.41, -0.95, -0.13

***

4.
A cluster of 2 separate species, C5H11N in total. Source: the OMol25 dataset; level of theory: ωB97M-V with the def2-TZVPD basis set.

The geometry in XYZ format:
```
17
C5H11N, DFT ωB97M-V with the def2-TZVPD basis set
C 1.93 -0.27 0.40
C 0.59 1.51 -0.70
N -0.53 0.90 -0.37
C -1.13 0.71 0.93
C -0.76 -0.40 0.02
C -1.59 -1.46 -0.63
H 2.39 0.55 0.97
H 2.06 -1.17 1.00
H 2.52 -0.40 -0.51
H 0.82 2.47 -0.24
H 1.06 1.26 -1.65
H -0.47 0.91 1.78
H -2.16 1.06 1.03
H 0.71 -0.53 0.30
H -1.61 -2.34 0.02
H -1.14 -1.76 -1.58
H -2.62 -1.14 -0.81
```

Computed properties:
lowest unoccupied orbital energy (alpha / beta) = 0.711 / 0.710 eV
molar mass = 85.15 g/mol
HOMO level (alpha / beta) = -7.1 / -7.1 eV

Atom-resolved charges from Löwdin, all expressed in e: -0.11, 0.01, -0.15, -0.07, -0.33, -0.05, 0.02, 0.01, 0.02, 0.09, 0.08, 0.11, 0.10, 0.04, 0.08, 0.08, 0.07

***

5.
A structure of composition C52H39I2N6O5PbS3 in a non-equilibrium geometry. Source: the OMol25 dataset; level of theory: ωB97M-V with the def2-TZVPD basis set.

The geometry in XYZ format:
```
108
C52H39I2N6O5PbS3, DFT ωB97M-V with the def2-TZVPD basis set
Pb -0.91 0.56 1.32
N 0.95 -0.26 0.98
S 2.11 -0.71 0.40
N 1.74 -1.50 -0.91
S 1.19 -0.81 -2.25
N 1.18 0.76 -2.04
S -0.12 1.61 -1.80
N -0.64 1.32 -0.56
C 0.27 3.35 -1.72
C 1.48 3.81 -2.24
C 1.78 5.18 -2.18
C 0.86 6.07 -1.62
C -0.35 5.60 -1.10
C -0.64 4.24 -1.15
C -1.39 1.50 -3.02
C -1.05 1.70 -4.36
C -2.04 1.65 -5.34
C -3.36 1.39 -4.98
C -3.70 1.19 -3.64
C -2.71 1.24 -2.66
C -0.36 -1.55 -2.69
C -1.25 -1.87 -1.67
C -2.45 -2.51 -1.96
C -2.76 -2.83 -3.29
C -1.87 -2.51 -4.31
C -0.66 -1.87 -4.01
C 2.34 -1.24 -3.55
C 2.74 -0.27 -4.46
C 3.65 -0.61 -5.47
C 4.14 -1.91 -5.56
C 3.72 -2.88 -4.64
C 2.82 -2.54 -3.63
C 2.80 -1.82 1.62
C 4.05 -1.60 2.19
C 4.53 -2.50 3.14
C 3.77 -3.61 3.51
C 2.52 -3.82 2.94
C 2.03 -2.93 1.99
C 3.21 0.66 0.20
C 2.98 1.86 0.88
C 3.86 2.93 0.72
C 4.97 2.79 -0.12
C 5.19 1.60 -0.81
C 4.31 0.53 -0.65
H 2.20 3.11 -2.65
H 2.73 5.53 -2.57
H 1.10 7.13 -1.57
H -1.05 6.28 -0.64
H -1.57 3.85 -0.74
H -0.01 1.87 -4.62
H -1.76 1.78 -6.38
H -4.13 1.33 -5.75
H -4.72 0.96 -3.36
H -2.95 1.05 -1.62
H -1.00 -1.58 -0.65
H -3.14 -2.73 -1.16
H -3.70 -3.32 -3.52
H -2.11 -2.74 -5.34
H 0.03 -1.60 -4.80
H 2.36 0.74 -4.38
H 3.97 0.15 -6.17
H 4.84 -2.18 -6.34
H 4.09 -3.90 -4.69
H 2.47 -3.27 -2.91
H 4.64 -0.74 1.91
H 5.51 -2.33 3.59
H 4.15 -4.31 4.26
H 1.91 -4.67 3.23
H 1.05 -3.06 1.54
H 2.08 1.96 1.48
H 3.65 3.87 1.22
H 5.65 3.63 -0.26
H 6.03 1.50 -1.49
H 4.43 -0.39 -1.22
I 1.25 1.45 6.14
C 0.31 -0.23 5.20
C 0.22 -1.37 5.99
C -0.37 -2.52 5.48
I -0.44 -4.18 6.78
C -0.88 -2.53 4.16
C -1.50 -3.65 3.56
C -1.98 -3.59 2.26
C -1.83 -2.40 1.58
N -1.25 -1.31 2.12
C -0.78 -1.35 3.38
C -0.18 -0.16 3.87
O -0.10 0.89 3.13
H 0.62 -1.36 7.00
H -1.62 -4.59 4.09
H -2.46 -4.44 1.79
H -2.18 -2.28 0.57
O -4.94 -0.20 0.06
C -4.02 0.17 0.87
O -2.79 0.27 0.60
C -4.45 0.52 2.28
C -5.80 0.43 2.66
C -6.21 0.75 3.95
C -5.28 1.18 4.89
C -3.93 1.28 4.53
C -3.51 0.95 3.23
N -2.94 1.72 5.52
O -3.36 1.98 6.66
O -1.76 1.82 5.18
H -6.54 0.10 1.92
H -7.26 0.67 4.22
H -5.61 1.42 5.90
H -2.47 1.03 2.93
H -1.56 2.23 1.61
```

Computed properties:
lowest unoccupied orbital energy (alpha / beta) = 1.759 / 1.763 eV
molar mass = 1385.13 g/mol
HOMO level (alpha / beta) = -2.1 / -2.3 eV
charge = -1

Results of the Löwdin charge analysis, in e, for atoms 1 through 99: 1.02, -0.32, 0.71, -0.33, 0.91, -0.35, 0.69, -0.37, -0.27, -0.07, -0.08, -0.08, -0.07, -0.04, -0.29, -0.08, -0.08, -0.08, -0.04, -0.02, -0.35, -0.10, -0.07, -0.12, -0.10, -0.12, -0.32, -0.07, -0.07, -0.08, -0.07, -0.06, -0.26, -0.06, -0.08, -0.08, -0.06, -0.04, -0.32, -0.03, -0.06, -0.08, -0.08, -0.08, 0.10, 0.10, 0.10, 0.11, 0.11, 0.10, 0.10, 0.10, 0.11, 0.10, 0.06, 0.10, 0.09, 0.09, 0.10, 0.09, 0.10, 0.10, 0.10, 0.12, 0.10, 0.10, 0.10, 0.11, 0.11, 0.12, 0.11, 0.10, 0.10, 0.11, 0.82, -0.59, -0.28, -0.66, 0.79, -0.23, -0.11, -0.09, -0.15, -0.06, -0.19, -0.46, -0.26, 0.06, 0.05, 0.10, 0.06, -0.01, -0.54, -0.19, -0.09, 0.00, -0.07, -0.01, -0.11

***

6.
A structure of composition C12H30BF6N2O8S2V in a non-equilibrium geometry. Source: the OMol25 dataset; level of theory: ωB97M-V with the def2-TZVPD basis set.

The geometry in XYZ format:
```
62
C12H30BF6N2O8S2V, DFT ωB97M-V with the def2-TZVPD basis set
V -12.13 -9.24 15.76
B -12.64 -10.79 18.61
F -12.04 -10.36 17.43
F -12.65 -9.73 19.53
F -13.87 -11.36 18.34
F -11.82 -11.70 19.20
N -11.74 -8.11 14.20
S -12.32 -7.79 12.83
O -11.77 -8.50 11.70
O -13.00 -6.45 12.60
F -13.69 -8.53 13.16
S -10.61 -6.78 13.92
O -10.86 -5.60 14.75
O -9.74 -6.69 12.74
F -9.57 -7.51 14.89
C -13.41 -13.76 13.58
C -13.97 -12.39 13.22
C -15.15 -12.54 12.22
C -16.51 -12.94 12.76
C -16.92 -12.10 13.97
C -15.81 -11.91 15.07
N -14.55 -11.57 14.39
O -13.61 -10.80 15.29
C -15.82 -13.29 15.86
C -16.43 -10.77 16.03
C -12.92 -11.71 12.35
H -14.12 -14.52 13.88
H -12.75 -13.61 14.44
H -12.76 -14.24 12.85
H -14.88 -13.22 11.42
H -15.36 -11.67 11.60
H -16.51 -14.02 12.85
H -17.22 -12.79 11.95
H -17.83 -12.56 14.34
H -17.37 -11.19 13.59
H -14.81 -13.40 16.24
H -15.78 -14.12 15.15
H -16.55 -13.49 16.64
H -16.43 -9.90 15.39
H -15.94 -10.58 16.99
H -17.43 -11.07 16.36
H -13.30 -10.74 12.01
H -12.56 -12.32 11.52
H -12.09 -11.40 12.99
C -9.86 -8.38 17.93
O -11.03 -8.03 17.19
H -10.24 -8.90 18.81
H -9.28 -9.13 17.39
H -9.21 -7.52 18.12
H -11.34 -7.22 17.59
C -10.09 -11.69 15.49
O -10.38 -10.36 15.20
H -10.96 -12.31 15.27
H -9.23 -12.05 14.93
H -9.82 -11.78 16.54
H -9.97 -10.22 14.34
C -14.37 -6.87 16.20
O -13.84 -8.15 16.55
H -14.09 -6.16 16.98
H -14.00 -6.38 15.30
H -15.45 -6.97 16.10
H -14.43 -8.28 17.30
```

Computed properties:
lowest unoccupied orbital energy (alpha / beta) = -2.212 / -2.087 eV
spin multiplicity = 3
molar mass = 570.26 g/mol
HOMO level (alpha / beta) = -8.0 / -7.5 eV
⟨S²⟩ = 2.059

Atom-resolved charges from Löwdin, all expressed in e: 1.12, -1.34, 0.07, 0.12, 0.16, 0.16, -0.36, 0.46, -0.24, -0.26, -0.19, 0.65, -0.25, -0.21, -0.20, -0.04, -0.46, -0.16, -0.20, -0.15, -0.43, -0.01, -0.23, -0.02, -0.02, -0.04, 0.07, 0.07, 0.09, 0.12, 0.12, 0.10, 0.11, 0.12, 0.11, 0.07, 0.05, 0.09, 0.07, 0.06, 0.08, 0.07, 0.10, 0.06, -0.05, -0.19, 0.10, 0.09, 0.11, 0.12, -0.08, -0.18, 0.09, 0.11, 0.10, 0.12, -0.07, -0.16, 0.10, 0.08, 0.10, 0.12

***

7.
The ion C12H13FN with charge +1 in a non-equilibrium geometry. Source: the OMol25 dataset; level of theory: ωB97M-V with the def2-TZVPD basis set.

The geometry in XYZ format:
```
27
C12H13FN, DFT ωB97M-V with the def2-TZVPD basis set
C -3.69 -1.84 -0.52
C -2.78 -0.89 -0.29
C -1.35 -1.18 -0.37
C -0.28 -0.40 -0.20
C 1.12 -0.51 -0.19
C 1.81 -1.72 -0.25
C 3.21 -1.67 -0.21
C 3.86 -0.44 -0.17
C 3.15 0.76 -0.46
C 1.77 0.68 -0.39
C 0.82 1.85 -0.52
N -0.55 1.36 -0.17
C -1.12 1.89 1.05
F -1.45 1.78 -1.17
H -4.76 -1.54 -0.37
H -3.36 -2.80 -1.00
H -2.96 0.02 0.09
H -1.26 -2.30 -0.51
H 1.38 -2.63 -0.28
H 3.61 -2.67 -0.15
H 4.98 -0.58 -0.15
H 3.64 1.62 -0.61
H 1.19 2.77 -0.01
H 0.84 2.32 -1.46
H -2.18 1.90 1.01
H -0.87 1.08 1.72
H -0.76 2.85 1.17
```

Computed properties:
lowest unoccupied orbital energy = -3.975 eV
molar mass = 190.24 g/mol
HOMO level = -12.2 eV
charge = +1
SMILES string = C=C/C=C1/c2ccccc2C[N@@+]1(C)F

Atom-resolved charges from Löwdin, all expressed in e: 0.07, -0.17, -0.01, 0.02, -0.17, 0.02, -0.04, -0.03, 0.02, -0.14, -0.02, -0.12, 0.06, 0.06, 0.09, 0.10, 0.04, 0.15, 0.09, 0.12, 0.14, 0.08, 0.16, 0.13, 0.10, 0.13, 0.09

***

8.
The molecule C19H18ClN3O2S in a non-equilibrium geometry. Source: the OMol25 dataset; level of theory: ωB97M-V with the def2-TZVPD basis set.

The geometry in XYZ format:
```
44
C19H18ClN3O2S, DFT ωB97M-V with the def2-TZVPD basis set
O -3.25 -1.29 -0.85
C -2.52 -0.50 -1.45
N -1.38 0.10 -0.88
C -0.83 -0.19 0.36
C -1.21 -1.20 1.26
C -0.56 -1.41 2.47
C 0.52 -0.62 2.86
N 1.15 -0.87 4.09
C 1.42 -2.22 4.61
C 2.95 -2.53 4.57
N 3.68 -1.44 5.30
C 3.39 -0.05 4.81
C 1.87 0.23 4.77
C 0.94 0.39 1.96
C 0.27 0.59 0.69
C -2.76 -0.04 -2.81
C -3.91 -0.30 -3.56
C -3.63 0.32 -4.83
C -2.38 0.89 -4.76
C -1.70 1.69 -5.77
C -0.51 2.33 -5.55
C -0.06 3.06 -6.75
C -0.95 2.94 -7.77
Cl -0.74 3.75 -9.30
S -2.39 2.03 -7.33
O -1.84 0.72 -3.51
H -0.92 0.77 -1.50
H -2.01 -1.87 1.00
H -0.91 -2.23 3.11
H 1.04 -2.19 5.62
H 0.84 -3.01 4.08
H 3.19 -3.50 5.01
H 3.21 -2.59 3.51
H 4.66 -1.65 5.31
H 3.84 0.66 5.53
H 3.86 0.11 3.85
H 1.72 1.23 4.28
H 1.48 0.29 5.80
H 1.80 0.98 2.15
H 0.61 1.37 0.05
H -4.74 -0.92 -3.26
H -4.22 0.27 -5.75
H 0.09 2.29 -4.61
H 0.89 3.59 -6.80
```

Computed properties:
lowest unoccupied orbital energy = -0.228 eV
molar mass = 387.89 g/mol
HOMO level = -7.2 eV
SMILES string = O=C(Nc1ccc(N2CCNCC2)cc1)c1ccc(-c2ccc(Cl)s2)o1

Atom-resolved charges from Löwdin, all expressed in e: 0.06, -0.37, 0.13, -0.25, -0.01, -0.02, -0.24, -0.11, -0.14, -0.18, -0.07, -0.19, -0.15, 0.00, -0.01, -0.17, 0.05, -0.01, -0.28, -0.48, -0.09, -0.19, -0.98, 0.61, 1.04, 0.08, 0.15, 0.10, 0.11, 0.11, 0.12, 0.11, 0.10, 0.08, 0.12, 0.10, 0.12, 0.12, 0.08, 0.10, 0.12, 0.11, 0.13, 0.11

***

Which value of molar mass does entry 3 give? 783.35 g/mol

***

Which formula does entry 7 have? C12H13FN